119
Properties=species:S:1:pos:R:3:forces:R:3 method="wB97M-V/def2-TZVPD" homo_ha=-0.08955 relative_energy_ev=0.915 total_charge=-2 s_squared=0.75 multiplicity=2
Ce 1.896097 0.622753 -0.437196 0.34 0.67 -0.34
C 4.159357 1.058137 2.841463 -0.84 0.65 -0.09
N 2.837998 0.493841 2.523297 -0.21 -1.03 0.43
C 2.958925 -0.934963 2.838806 -0.89 -0.26 2.41
C 1.712909 1.167350 3.278239 2.49 0.29 1.11
C 0.348679 0.690521 2.996887 -0.52 -0.07 -2.41
N -0.095983 1.104559 1.587145 0.88 0.48 1.03
C -0.333395 2.587509 1.422821 -1.09 -0.79 0.29
C -1.193612 2.924661 0.235555 -0.59 0.49 0.72
C -2.532297 3.277912 0.459370 0.48 -0.96 0.34
C -3.294381 3.670864 -0.609637 -1.53 1.15 -1.22
C -2.671375 3.902418 -1.860522 0.24 -0.86 0.93
C -1.314228 3.654012 -2.069123 -0.19 0.29 -0.37
C -0.548131 3.018527 -1.030745 -2.00 0.67 0.33
O 0.622117 2.573854 -1.147833 1.68 -0.72 -0.04
C -0.705766 4.128896 -3.402946 0.25 0.19 0.60
C -0.945398 3.081608 -4.506093 0.82 1.30 0.26
C 0.796514 4.585789 -3.226309 -1.21 -1.47 -0.11
C -1.391182 5.430412 -3.857049 -1.59 0.78 -0.21
C -4.803479 3.996106 -0.470283 -1.18 0.02 0.93
C -5.674745 2.727518 -0.210713 0.72 0.20 0.36
C -5.369934 4.710901 -1.733701 0.96 -0.91 0.64
C -5.053167 4.961251 0.727636 1.54 1.04 -0.13
C -1.301984 0.384553 1.242772 0.26 -1.05 -1.43
C -1.230335 -1.100492 1.530540 -0.54 -0.15 0.09
C -2.270503 -1.648752 2.268855 -0.15 1.57 -0.83
C -2.357181 -2.953812 2.609492 -0.35 -1.93 0.39
C -1.373478 -3.806707 2.095167 1.44 1.01 -0.47
C -0.258566 -3.322256 1.319399 -1.93 -0.29 0.65
C -0.144616 -1.901871 1.065943 -0.98 -0.21 0.83
O 0.860210 -1.301353 0.531524 0.62 -0.34 -0.82
C 0.725531 -4.328119 0.754975 0.56 1.46 -0.60
C 2.080272 -4.002645 1.310265 1.42 0.58 -1.70
C 0.814701 -4.155019 -0.754063 0.03 0.48 -0.62
C 0.435383 -5.763164 1.007357 1.25 -0.82 -0.96
C -3.437836 -3.429000 3.615532 0.81 -1.41 -0.20
C -2.928049 -4.800098 4.192169 -2.42 0.60 0.94
C -3.513305 -2.373272 4.754319 1.59 -2.06 -0.67
C -4.830178 -3.789552 3.005048 0.71 0.58 -0.13
H 4.517730 0.745850 3.818368 -0.19 -0.25 0.67
H 4.014805 2.137947 2.873943 0.67 0.04 -0.46
H 4.913352 0.695666 2.139531 -0.31 0.46 -0.28
H 3.201994 -1.074742 3.942155 -0.04 0.42 -0.57
H 3.713752 -1.532836 2.350023 0.16 0.58 -0.79
H 2.006052 -1.433303 2.773675 -0.30 -0.21 -0.54
H 1.800726 2.197961 2.970321 0.04 0.56 0.04
H 1.864040 1.176321 4.425748 0.11 -0.32 -1.37
H -0.353571 1.110657 3.707639 -0.28 0.02 0.41
H 0.341170 -0.406613 3.026886 -0.35 0.43 0.13
H 0.584404 3.122545 1.240814 0.67 0.03 0.49
H -0.904009 2.978223 2.299411 0.64 -0.19 -0.10
H -3.007082 3.096883 1.461761 0.65 0.33 -0.95
H -3.302415 4.205018 -2.695390 0.55 0.14 0.26
H -0.444746 2.165675 -4.346894 0.60 -1.05 0.39
H -0.583227 3.479382 -5.431817 0.54 0.28 -0.78
H -1.979657 2.935561 -4.682527 -1.29 -0.28 0.22
H 1.502294 3.811097 -3.026485 0.12 -0.95 0.11
H 0.920077 5.259455 -2.403446 -0.24 0.81 0.32
H 1.069413 4.987392 -4.167222 0.50 0.89 -0.87
H -2.463590 5.372037 -4.314196 1.75 -0.14 0.96
H -0.783947 5.941491 -4.583708 0.31 -0.19 -0.89
H -1.371574 6.195511 -3.065406 -0.47 -0.45 0.22
H -5.351852 2.015004 -0.959475 -0.47 -0.39 -0.34
H -6.711962 3.082495 -0.355309 0.21 -0.77 0.26
H -5.509374 2.199073 0.784606 -0.25 1.02 -1.03
H -5.230625 4.048324 -2.590584 -0.39 0.16 -0.13
H -4.737039 5.578426 -1.871404 -0.14 0.41 -0.30
H -6.411645 4.994380 -1.613290 -0.11 -0.02 0.05
H -4.407405 4.621251 1.556272 -0.53 0.26 -0.09
H -6.074494 5.174424 1.116024 0.39 -0.62 -0.63
H -4.621488 5.945419 0.393613 -0.37 -0.61 0.55
H -1.473451 0.530989 0.158344 0.14 -0.02 0.40
H -2.196729 0.798688 1.682864 -0.42 0.22 0.64
H -3.101095 -1.003728 2.534373 0.16 0.30 0.14
H -1.361580 -4.847054 2.403812 -0.02 0.12 -0.38
H 2.393086 -2.957073 1.161767 -0.47 -0.40 0.28
H 2.831603 -4.570927 0.760610 0.17 -0.24 -0.13
H 2.167275 -4.318370 2.296424 0.13 -0.22 2.15
H 1.172168 -3.143662 -1.020835 -0.75 -0.27 0.15
H -0.171391 -4.419060 -1.145368 0.05 0.42 -0.49
H 1.555384 -4.808227 -1.231163 -0.08 -0.28 0.35
H 0.567148 -6.014336 2.028322 -0.23 -0.43 1.15
H 1.195504 -6.338687 0.434888 -0.19 0.22 0.43
H -0.483885 -6.101718 0.597252 -1.19 -0.18 -0.04
H -1.930616 -4.767174 4.505347 1.49 0.28 0.79
H -2.988517 -5.629928 3.520380 -0.19 -0.32 -0.91
H -3.604271 -5.108964 5.034850 0.66 0.39 -0.38
H -2.462123 -2.222933 5.119892 -1.16 0.05 -0.01
H -4.201397 -2.710043 5.493478 -0.36 -0.30 0.99
H -3.903459 -1.507345 4.331905 -0.47 1.83 -0.49
H -4.706710 -4.289034 2.057883 0.32 0.07 -0.62
H -5.506994 -2.945548 2.848367 0.09 0.02 0.14
H -5.295850 -4.562254 3.590836 -0.52 -0.01 0.74
Br 2.365131 1.139350 -3.641748 -0.12 -0.10 0.18
O 4.830854 -1.639704 0.471733 0.37 -0.55 -0.89
N 3.850717 -1.135061 -0.094512 -0.65 1.10 -0.28
Cl 3.978478 2.782938 0.016995 -0.56 -0.53 -0.02
N -0.265176 -0.263105 -2.005503 0.25 1.65 -0.32
H 0.346145 -0.851353 -2.527406 0.17 -1.15 -0.08
H -0.620798 0.374931 -2.720163 -0.02 0.08 0.59
H -0.997502 -0.674503 -1.462105 -0.16 -0.73 -0.12
C 2.626353 -2.423996 -3.627375 0.29 -1.34 0.70
C 4.089886 -2.154412 -3.412272 -0.51 -0.30 -0.66
C 4.913969 -2.674867 -4.394973 1.47 0.43 0.52
C 6.300007 -2.395211 -4.371060 -1.23 -0.02 -0.64
C 6.777518 -1.486225 -3.431509 0.30 -1.07 -0.04
C 5.962921 -1.001427 -2.419513 -0.76 -0.01 0.32
C 6.479486 -0.034964 -1.407133 -0.25 0.91 0.09
C 4.588431 -1.395651 -2.355640 1.68 -0.06 -0.72
N 3.686120 -0.970342 -1.378216 -0.10 -0.14 1.35
H 2.475260 -2.941145 -4.602420 -0.06 0.52 0.67
H 2.113096 -1.489954 -3.571521 -0.57 0.61 -0.21
H 2.264827 -3.085766 -2.819406 -0.09 0.25 -0.39
H 4.393580 -3.288598 -5.118091 0.57 -0.09 -0.35
H 6.939812 -2.800901 -5.157410 -0.02 0.09 0.29
H 7.854125 -1.303945 -3.396974 -0.31 0.33 -0.05
H 7.464662 0.440453 -1.646391 -0.75 -0.64 0.06
H 6.486915 -0.538297 -0.438500 0.26 0.20 0.09
H 5.725350 0.779234 -1.325125 0.52 -0.25 0.15

120
Properties=species:S:1:pos:R:3:forces:R:3 method="wB97M-V/def2-TZVPD" homo_ha=-0.74620 total_charge=+5 multiplicity=1
N -0.476543 -1.413017 0.143501 -1.18 3.97 1.24
O -0.547173 -1.208887 1.349230 1.97 -0.04 -5.03
O -0.931353 -2.461117 -0.356770 -8.68 1.32 9.88
O 0.049407 -0.621867 -0.588119 -0.39 2.01 -1.22
C -0.090083 -3.312567 2.628291 -1.80 1.80 1.56
C -0.069463 -1.877447 3.256970 -1.18 -0.42 3.47
C 1.218597 -1.098837 3.118930 -0.61 0.67 1.73
N 1.300567 0.297023 3.878210 1.94 -0.49 -1.67
C 0.343607 1.347243 3.319660 -0.57 -0.42 1.13
C 0.354617 2.634603 4.142591 0.89 0.60 -1.50
C 0.194527 2.544443 5.636870 -0.14 -0.62 -0.47
C 1.217717 1.467233 6.173660 -0.85 1.80 0.68
C 1.132267 0.153283 5.443930 -0.89 0.15 -2.03
C 2.714347 0.810573 3.451600 -0.37 0.63 2.13
H 0.464857 -4.061847 3.192860 -3.97 2.46 0.63
H 0.340957 -3.330157 1.627290 -1.02 0.70 3.75
H -1.110333 -3.693427 2.581981 -0.34 0.29 -0.15
H -0.397193 -1.923607 4.295511 0.77 -0.59 0.58
H -0.877663 -1.239937 2.898520 0.51 -0.83 1.63
H 1.388327 -0.973787 2.049511 0.04 1.15 0.72
H 2.024677 -1.720167 3.509170 0.17 0.74 0.60
H -0.667303 0.942373 3.367050 0.01 -0.41 -0.16
H 0.629167 1.586313 2.295250 0.00 -0.37 -0.05
H -0.338063 3.326803 3.663910 -0.57 -0.14 0.14
H 1.285837 3.104623 3.826350 0.38 0.26 0.65
H -0.858843 2.374993 5.860040 -0.07 -0.97 0.15
H 0.245407 3.559483 6.030790 1.00 -0.16 0.35
H 0.961127 1.287483 7.217670 0.07 -0.31 0.05
H 2.182157 1.972303 6.227000 0.30 -0.46 -0.28
H 0.085097 -0.149207 5.439220 0.02 -0.34 0.59
H 1.767367 -0.681397 5.740700 0.11 0.33 0.17
H 2.825987 1.760133 3.975031 -0.06 0.27 -0.69
H 2.857127 0.804463 2.371011 -0.71 1.12 1.12
H 3.552507 0.266793 3.887360 -0.44 -0.81 0.12
C 3.294347 -0.300327 0.673951 -0.71 0.43 -0.60
C 2.378667 -1.076727 -0.276839 1.63 -1.35 1.01
C 2.816737 -2.506447 -0.602770 -0.81 -1.10 0.24
N 2.224177 -3.613357 0.348581 0.36 -0.18 -0.95
C 2.619777 -3.200047 1.765500 -2.00 -1.55 0.60
C 2.318647 -4.328187 2.787780 3.78 -1.21 -0.14
C 3.060787 -5.616927 2.395070 -0.41 -0.76 0.00
C 2.700707 -6.103227 0.993441 -0.93 0.51 -0.54
C 2.930427 -4.984657 -0.074770 -0.26 0.21 1.86
C 0.690917 -3.712437 0.168321 4.16 -1.69 -0.83
H 3.045957 -0.397927 1.730771 0.89 -1.34 -1.13
H 3.008547 0.732563 0.475070 0.38 0.41 0.00
H 4.358417 -0.389247 0.454951 -0.05 -0.17 0.15
H 2.318537 -0.487767 -1.192040 -0.10 -0.38 -0.13
H 1.365427 -1.193787 0.107530 2.60 0.47 0.31
H 3.884117 -2.717867 -0.538740 -0.02 0.39 -0.38
H 2.392847 -2.771537 -1.571350 0.45 -0.19 -0.19
H 3.665737 -2.897917 1.818221 -0.04 -0.13 -0.34
H 1.941467 -2.396017 2.051051 1.23 -0.80 -1.25
H 2.811107 -4.061407 3.722881 0.02 0.49 0.20
H 1.287797 -4.500587 3.097160 4.05 -1.85 -1.13
H 4.145477 -5.581137 2.496391 0.07 0.46 0.03
H 2.741777 -6.357747 3.128231 0.12 -0.26 -0.12
H 3.152027 -7.052687 0.705460 0.90 0.38 -0.12
H 1.673477 -6.467367 0.976380 -0.54 0.52 0.01
H 3.981487 -4.701307 -0.019270 0.06 -0.19 -0.46
H 2.595427 -5.246517 -1.078409 0.09 0.21 0.08
H 0.165097 -2.791297 0.419560 4.20 -3.73 1.05
H 0.328677 -4.493777 0.836450 0.12 -0.65 -1.25
H 0.423377 -3.887267 -0.873779 1.05 -0.69 -0.12
C -0.529053 8.118643 -3.181449 0.13 0.23 -0.73
N -0.735083 6.804153 -2.523430 0.09 -0.97 0.30
C -1.907923 6.611023 -1.913740 -0.02 0.51 -0.27
C -2.186663 5.415163 -1.344079 -1.60 -0.63 0.88
C -1.339563 4.324523 -1.328599 1.39 -0.67 -0.50
C -0.090803 4.472473 -1.964350 -0.45 2.94 -0.60
C 0.157407 5.782803 -2.561849 -0.64 -0.73 0.05
C -1.754493 3.018403 -0.695590 0.02 -0.06 1.41
C -2.243003 2.967913 0.628870 -1.10 0.50 -0.40
C -2.622263 1.780173 1.200670 0.29 -0.74 -0.44
N -2.426433 0.605633 0.557381 0.06 0.15 -0.88
C -2.059623 0.611103 -0.757290 -0.11 0.46 1.79
C -1.664823 1.804983 -1.363409 0.69 0.46 1.52
C -2.667993 -0.667397 1.369310 -1.96 1.58 -0.30
H -0.742633 8.945543 -2.504150 0.41 -0.25 0.31
H -1.253153 8.235613 -3.987730 -0.05 -0.31 -0.06
H 0.464277 8.168613 -3.627450 -0.02 0.09 0.35
H -2.614903 7.425563 -1.969399 -0.09 0.05 0.23
H -3.169113 5.302853 -0.909830 -0.14 0.09 0.11
H 0.693977 3.730533 -1.969969 -0.04 -0.04 -0.16
H 0.966067 6.088383 -3.209229 0.75 -0.71 0.39
H -2.569033 3.842533 1.172151 0.49 0.35 0.05
H -3.138363 1.668263 2.142741 0.22 0.37 0.29
H -1.994123 -0.372587 -1.198260 -0.55 0.69 -0.16
H -1.367153 1.918073 -2.395400 1.60 -0.79 1.96
H -2.063873 -0.552197 2.269231 -1.10 0.25 -0.05
H -2.279263 -1.539097 0.842871 -2.07 0.35 0.29
H -3.732843 -0.604237 1.593381 -0.05 -0.61 -0.02
C -1.607583 4.112133 -6.974169 0.96 0.60 0.50
N -1.625273 2.915683 -6.105200 -0.26 0.42 1.08
C -1.388973 1.743453 -6.660840 -0.05 -0.55 0.59
C -1.432513 0.569853 -5.886879 0.03 1.18 -2.53
C -1.829493 0.605753 -4.569340 0.66 -0.34 -0.28
C -2.086953 1.855603 -3.980130 -0.73 0.11 -3.30
C -1.919693 3.008543 -4.790440 -0.46 -0.95 0.99
C -1.872353 -0.690367 -3.818179 -1.88 0.40 -1.15
C -0.985443 -0.979817 -2.860760 1.38 -0.23 0.94
C -1.022713 -2.171277 -2.126359 -0.99 -0.51 -8.83
N -2.086903 -3.043087 -2.375089 0.75 1.06 -0.90
C -2.951863 -2.808827 -3.394540 0.58 1.33 -0.60
C -2.852413 -1.628207 -4.144340 -0.39 -0.53 0.49
C -2.251803 -4.218507 -1.507459 -1.14 -0.59 -1.25
H -2.324913 4.002113 -7.787440 -0.07 0.23 0.27
H -0.593743 4.242043 -7.352800 -0.05 -0.33 -0.35
H -1.721523 4.980513 -6.325290 -0.70 -0.01 -0.33
H -1.175883 1.871013 -7.711900 0.14 -0.93 -0.21
H -1.223723 -0.259377 -6.546560 0.02 -0.84 0.79
H -2.458453 1.773133 -2.969400 -1.40 0.95 -2.06
H -2.004173 4.022593 -4.428570 -0.36 -0.07 0.14
H -0.206513 -0.277827 -2.602140 0.16 -0.19 -0.43
H -0.331373 -2.441457 -1.341860 2.64 -0.93 -5.89
H -3.658373 -3.582237 -3.657390 -0.19 -0.01 0.31
H -3.545633 -1.351487 -4.924899 -0.24 -0.59 -0.05
H -2.556063 -3.812087 -0.542910 0.66 -0.90 0.13
H -1.421233 -4.898347 -1.697390 0.36 0.25 1.06
H -3.088173 -4.816907 -1.868709 -0.22 0.29 -0.13

Computed LUMO, in the same sequence as the records: 3.748, -13.450 eV.
Computed Kohn-Sham gap, in the same sequence as the records: 6.2, 6.9 eV.